Entry 1:
The following is a quantum chemistry calculation of a 10-piece molecular cluster, C28H82N14O10 overall at a distorted geometry, from OMol25.

ORCA input file:
```
! wB97M-V def2-TZVPD RIJCOSX def2/J DEFGRID3
* xyz 0 1
C -2.89 -3.48 -0.24
O -2.18 -2.36 -0.63
C -2.47 -1.80 -1.97
C -2.26 -2.81 -3.10
C -0.85 -3.31 -2.99
N -2.26 -2.21 -4.42
H -3.93 -3.62 -0.52
H -3.04 -3.44 0.84
H -2.42 -4.44 -0.44
H -3.49 -1.42 -1.98
H -1.90 -0.89 -2.15
H -2.96 -3.63 -2.99
H -0.68 -4.21 -3.58
H -0.63 -3.65 -1.98
H -0.05 -2.58 -3.16
H -1.90 -2.88 -5.09
H -1.64 -1.41 -4.41
C 6.67 -0.22 -2.10
O 5.45 -0.60 -1.50
C 4.30 -0.34 -2.33
C 2.96 -0.72 -1.70
C 2.80 -2.26 -1.50
N 1.90 -0.36 -2.66
H 7.10 0.76 -1.92
H 6.60 -0.36 -3.18
H 7.35 -0.90 -1.58
H 4.31 0.67 -2.75
H 4.41 -1.01 -3.18
H 2.72 -0.17 -0.79
H 3.41 -2.53 -0.64
H 3.17 -2.91 -2.30
H 1.76 -2.32 -1.17
H 1.11 -0.46 -2.04
H 1.88 0.63 -2.85
C -1.41 2.84 -4.55
O -1.24 2.36 -5.90
C -0.59 1.18 -6.13
C 0.93 1.29 -6.07
C 1.69 1.90 -7.24
N 1.49 0.01 -5.77
H -1.44 2.05 -3.81
H -2.28 3.45 -4.30
H -0.56 3.44 -4.22
H -1.03 0.42 -5.49
H -0.81 0.87 -7.15
H 1.13 1.79 -5.12
H 2.68 2.08 -6.82
H 1.16 2.82 -7.53
H 1.70 1.15 -8.03
H 1.05 -0.35 -4.93
H 2.43 0.27 -5.49
C -1.61 -4.05 4.46
O -1.09 -2.95 3.74
C -0.25 -3.16 2.63
C 1.00 -3.93 2.93
C 1.70 -3.42 4.26
N 1.94 -3.78 1.86
H -2.28 -4.75 3.96
H -2.23 -3.47 5.15
H -0.87 -4.68 4.96
H -0.85 -3.80 1.99
H -0.07 -2.25 2.06
H 0.84 -5.00 3.09
H 1.88 -2.34 4.27
H 2.57 -4.05 4.44
H 0.94 -3.40 5.04
H 2.42 -4.67 1.83
H 2.70 -3.16 2.11
C 3.56 0.63 4.85
O 4.58 1.10 3.98
C 3.99 1.39 2.77
C 4.98 2.11 1.84
C 4.27 2.68 0.56
N 6.12 1.28 1.34
H 3.99 -0.11 5.53
H 2.83 0.04 4.28
H 3.12 1.49 5.36
H 3.49 0.61 2.20
H 3.14 1.99 3.08
H 5.40 2.74 2.62
H 3.29 3.09 0.77
H 4.39 1.94 -0.23
H 4.88 3.50 0.18
H 6.38 0.67 2.10
H 5.80 0.62 0.65
C -3.40 -0.32 1.79
O -4.55 -0.37 0.96
C -5.42 -1.47 1.34
C -6.75 -1.50 0.65
C -6.52 -1.73 -0.92
N -7.68 -0.40 0.88
H -2.83 0.60 1.68
H -2.74 -1.15 1.53
H -3.69 -0.50 2.83
H -4.75 -2.32 1.31
H -5.64 -1.26 2.39
H -7.21 -2.32 1.19
H -6.00 -2.66 -1.12
H -6.09 -0.85 -1.39
H -7.50 -1.76 -1.40
H -7.34 0.41 0.38
H -8.64 -0.60 0.65
N -1.04 -0.20 4.65
C -0.07 0.60 4.25
N 0.22 1.33 5.32
O 0.41 0.65 3.15
H -1.46 -0.07 5.56
H -1.49 -0.85 4.02
H 0.69 2.21 5.12
H -0.31 1.23 6.17
N -1.16 3.82 3.33
C -2.05 4.65 3.50
N -1.90 5.82 2.84
O -3.05 4.31 4.07
H -0.46 4.08 2.64
H -0.99 2.96 3.83
H -2.61 6.53 2.90
H -1.15 6.03 2.20
N -0.61 4.16 -1.61
C -0.58 4.73 -0.51
N -0.94 6.00 -0.51
O -0.18 4.20 0.55
H -0.99 4.62 -2.43
H -0.42 3.18 -1.51
H -1.28 6.30 -1.41
H -1.06 6.51 0.35
N 0.70 1.61 0.60
C 0.15 0.93 -0.32
N -0.20 -0.22 0.06
O -0.02 1.37 -1.42
H 0.86 1.13 1.48
H 0.41 2.58 0.70
H -0.10 -0.37 1.05
H -0.72 -0.93 -0.44
*
```

Properties
Energy above the lowest of the compared OMol25 structures with the same formula, charge and spin   6.226 eV
HOMO level   -8.62 eV
HOMO-LUMO gap   8.91 eV
M   775.052 g mol⁻¹
SMILES string   COC[C@H](C)N.COC[C@H](C)N.COC[C@H](C)N.COC[C@H](C)N.COC[C@H](C)N.COC[C@H](C)N.NC(N)=O.NC(N)=O.NC(N)=O.NC(N)=O

=====

Entry 2:
The following is a quantum chemistry calculation of a 11-piece molecular cluster, C28H82N4O15 overall at a distorted geometry, from OMol25.

ORCA input file:
```
! wB97M-V def2-TZVPD RIJCOSX def2/J DEFGRID3
* xyz 0 1
C 6.04 1.83 -5.12
O 6.02 0.57 -5.80
C 6.16 -0.48 -4.81
C 5.96 -1.85 -5.51
N 6.96 -2.18 -6.43
C 6.95 -3.60 -6.64
C 7.98 -4.10 -7.73
O 7.94 -5.52 -7.73
C 8.43 -5.97 -9.01
H 6.31 2.68 -5.75
H 6.78 1.89 -4.32
H 5.02 1.97 -4.77
H 5.32 -0.37 -4.13
H 7.04 -0.52 -4.17
H 5.02 -1.69 -6.03
H 5.81 -2.61 -4.74
H 6.86 -1.70 -7.31
H 5.99 -4.06 -6.88
H 7.30 -4.17 -5.78
H 9.00 -3.72 -7.62
H 7.56 -3.75 -8.67
H 9.50 -5.83 -9.16
H 7.93 -5.60 -9.90
H 8.30 -7.05 -9.14
C -2.79 -0.22 -7.18
O -3.99 -0.91 -7.46
C -4.57 -0.58 -8.72
C -5.92 -1.24 -8.86
N -6.57 -1.24 -10.14
C -6.95 0.08 -10.56
C -8.16 0.11 -11.41
O -9.30 0.26 -10.60
C -10.13 1.41 -10.81
H -2.44 -0.50 -6.19
H -2.91 0.86 -7.07
H -1.98 -0.56 -7.82
H -3.89 -0.99 -9.47
H -4.65 0.50 -8.79
H -6.69 -0.86 -8.19
H -5.73 -2.30 -8.66
H -7.34 -1.90 -10.13
H -6.14 0.53 -11.14
H -7.10 0.74 -9.71
H -8.23 -0.82 -11.99
H -8.01 0.89 -12.16
H -11.01 1.38 -10.16
H -10.65 1.48 -11.77
H -9.63 2.37 -10.71
C -0.94 4.81 17.11
O -1.15 4.89 15.70
C -0.26 5.90 15.16
C -0.42 6.06 13.66
N 0.09 4.91 12.91
C -0.25 5.02 11.52
C 0.19 3.71 10.77
O -0.59 2.55 11.09
C -0.48 1.45 10.19
H -1.83 4.47 17.63
H -0.59 5.75 17.54
H -0.09 4.17 17.35
H 0.80 5.82 15.43
H -0.54 6.87 15.57
H 0.12 6.94 13.30
H -1.45 6.26 13.37
H -0.37 4.10 13.29
H 0.17 5.89 11.02
H -1.34 5.02 11.56
H 1.21 3.48 11.08
H 0.16 3.81 9.69
H -0.10 1.73 9.21
H -1.47 1.03 10.03
H 0.20 0.71 10.61
C -3.93 -0.79 -2.00
O -3.91 -2.14 -1.56
C -3.35 -2.23 -0.28
C -2.56 -3.55 -0.16
N -1.51 -3.61 -1.19
C -1.04 -4.94 -1.33
C -0.30 -5.04 -2.65
O -1.19 -4.81 -3.71
C -0.67 -5.05 -4.98
H -4.52 -0.06 -1.44
H -4.43 -0.75 -2.97
H -2.95 -0.32 -2.09
H -4.06 -2.08 0.54
H -2.62 -1.43 -0.17
H -3.29 -4.36 -0.19
H -2.13 -3.56 0.84
H -1.88 -3.22 -2.05
H -1.90 -5.61 -1.27
H -0.33 -5.11 -0.52
H 0.05 -6.06 -2.72
H 0.57 -4.39 -2.71
H -1.38 -4.72 -5.74
H -0.49 -6.12 -5.07
H 0.25 -4.51 -5.18
C 5.69 2.80 4.14
O 4.83 2.58 5.23
H 5.12 2.65 3.22
H 6.08 3.82 4.21
H 6.61 2.21 4.15
H 4.93 3.25 5.91
C -3.43 4.49 5.91
O -3.32 3.36 5.10
H -3.55 4.29 6.97
H -2.56 5.16 5.88
H -4.28 5.04 5.51
H -3.39 3.69 4.19
C 1.01 0.24 2.08
O 1.20 -0.14 0.72
H 0.91 1.32 2.23
H 0.14 -0.29 2.47
H 1.79 -0.08 2.78
H 0.72 -0.98 0.66
C 2.03 -5.46 4.75
O 1.33 -6.65 4.68
H 2.80 -5.50 5.53
H 2.49 -5.39 3.77
H 1.31 -4.66 4.90
H 1.96 -7.30 4.35
O 5.49 -1.53 6.57
H 5.38 -0.59 6.42
H 5.96 -1.59 7.41
O -2.53 6.10 1.23
H -2.29 6.86 1.77
H -1.70 5.81 0.86
O 1.12 4.49 -0.97
H 1.98 4.89 -0.85
H 1.30 3.56 -1.11
*
```

Properties
HOMO level   -8.58 eV
HOMO-LUMO gap   8.80 eV
M   714.977 g mol⁻¹
SMILES string   COCCNCCOC.COCCNCCOC.COCCNCCOC.COCCNCCOC.CO.CO.CO.CO.O.O.O

=====

Entry 3:
The following is a quantum chemistry calculation of a 13-piece molecular cluster, C28H82O13 overall at a distorted geometry, from OMol25.

ORCA input file:
```
! wB97M-V def2-TZVPD RIJCOSX def2/J DEFGRID3
* xyz 0 1
C -4.76 2.79 -2.60
C -4.28 2.52 -1.16
C -3.83 1.09 -0.94
O -3.24 3.40 -0.81
H -5.61 2.14 -2.83
H -3.99 2.65 -3.37
H -5.12 3.82 -2.70
H -5.03 2.82 -0.43
H -3.05 0.80 -1.64
H -4.67 0.41 -1.08
H -3.37 0.96 0.04
H -3.15 3.23 0.13
C 4.93 2.04 -5.24
C 4.15 1.21 -4.21
C 3.65 1.96 -2.92
O 3.06 0.67 -4.80
H 4.33 2.88 -5.58
H 5.13 1.50 -6.17
H 5.85 2.49 -4.88
H 4.80 0.40 -3.88
H 3.03 1.46 -2.18
H 3.13 2.87 -3.20
H 4.46 2.41 -2.35
H 2.62 1.39 -5.25
C -1.90 -3.44 2.75
C -2.35 -3.65 4.23
O -2.06 -5.02 4.68
H -2.18 -2.45 2.40
H -2.41 -4.14 2.09
H -0.83 -3.66 2.68
H -3.43 -3.50 4.26
H -1.84 -3.01 4.96
H -2.90 -5.48 4.70
C 2.07 3.10 5.14
C 1.84 3.37 3.67
O 0.73 2.77 3.10
H 2.88 3.70 5.55
H 2.18 2.04 5.37
H 1.13 3.35 5.64
H 2.69 3.10 3.05
H 1.76 4.44 3.48
H 0.82 3.01 2.17
C 3.43 0.66 1.06
C 4.52 1.74 0.84
O 3.80 2.85 0.30
H 2.83 0.47 0.17
H 2.71 0.97 1.83
H 3.94 -0.25 1.37
H 5.34 1.43 0.19
H 4.93 2.08 1.79
H 4.39 3.61 0.32
C -0.27 5.22 -0.11
C 0.99 4.42 -0.39
O 1.08 3.29 0.45
H -1.11 4.78 -0.64
H -0.19 6.27 -0.40
H -0.52 5.12 0.94
H 1.86 5.02 -0.10
H 1.12 4.18 -1.45
H 1.97 2.92 0.46
C -4.78 -1.21 2.06
C -6.17 -0.79 1.65
O -7.06 -1.52 2.45
H -4.60 -0.85 3.08
H -4.01 -0.70 1.48
H -4.67 -2.29 2.08
H -6.27 -1.12 0.61
H -6.25 0.29 1.65
H -7.90 -1.46 1.98
C -2.82 -3.70 -0.68
C -1.89 -4.58 -1.46
O -2.50 -5.74 -1.80
H -2.30 -2.81 -0.34
H -3.21 -4.24 0.18
H -3.70 -3.34 -1.21
H -0.95 -4.75 -0.93
H -1.61 -4.05 -2.37
H -1.83 -6.34 -2.13
C 1.70 -5.46 1.13
C 2.64 -4.36 0.59
O 3.91 -4.77 0.99
H 0.67 -5.17 0.93
H 1.73 -5.59 2.21
H 1.76 -6.45 0.67
H 2.40 -3.41 1.05
H 2.66 -4.34 -0.50
H 4.15 -4.24 1.75
C -0.77 2.37 -3.59
C -1.14 3.79 -4.10
O -0.55 4.03 -5.35
H -1.09 1.63 -4.32
H -1.22 2.18 -2.62
H 0.31 2.24 -3.46
H -0.80 4.56 -3.41
H -2.23 3.86 -4.16
H -0.23 4.94 -5.43
C 0.41 -1.07 4.69
C 1.50 -2.09 4.45
O 2.21 -1.84 3.27
H -0.20 -1.25 5.57
H -0.26 -1.20 3.84
H 0.81 -0.06 4.63
H 0.99 -3.05 4.42
H 2.25 -2.12 5.24
H 2.92 -2.48 3.18
C 0.81 -1.78 -2.90
C 1.68 -2.45 -4.03
O 3.02 -1.92 -3.91
H -0.21 -2.13 -3.00
H 0.85 -0.69 -2.91
H 1.02 -2.10 -1.88
H 1.19 -2.21 -4.97
H 1.60 -3.53 -3.93
H 2.96 -1.00 -4.20
C -0.40 0.42 -0.21
C -0.15 -0.16 1.13
O 0.53 -1.44 0.95
H -0.99 -0.22 -0.86
H 0.53 0.61 -0.76
H -0.94 1.37 -0.13
H -1.11 -0.24 1.63
H 0.49 0.45 1.77
H 1.01 -1.66 1.75
*
```

Properties
Energy above the lowest of the compared OMol25 structures with the same formula, charge and spin   3.412 eV
HOMO level   -9.44 eV
HOMO-LUMO gap   9.73 eV
M   626.951 g mol⁻¹